# 1
Molecular formula: C3H8N2S
Method: DFT, ωB97M-V/def2-TZVPD

```
14
Properties=species:S:1:pos:R:3:nbo_charge:R:1
S -2.9641 -0.8434 -0.2714 0.17
N -0.2561 -0.2679 -0.2108 -0.46
N -2.4191 0.7395 0.0348 -0.79
C -1.0172 0.7903 -0.0624 0.24
C 2.1083 -0.8424 0.0878 -0.65
C 1.1263 0.3017 -0.5054 -0.25
H -0.6727 1.8581 -0.1361 0.16
H -2.4071 -1.4589 0.8081 0.10
H 3.1955 -0.6095 0.1911 0.21
H -3.1003 1.1499 0.7717 0.43
H 1.2005 1.3089 0.1480 0.17
H 2.3297 -1.9229 -0.4744 0.24
H 1.8010 -0.7851 1.2108 0.22
H 1.0754 0.5817 -1.5918 0.21
```

- 2S+1: 1
- Structure (SMILES): CC/N=C/NS
- Total charge: 0
- ΔE to the lowest compared entry with this formula, charge and spin: 80.8 kcal/mol
- HOMO-LUMO gap: 9.796 eV
- Molecular weight: 104.2 g mol⁻¹
- HOMO: -9.00 eV
- Maximum force: 4.270 eV/Å
- Calculated total energy: -17053.2262 eV

# 2
Molecular formula: C4H8N2
Method: DFT, ωB97M-V/def2-TZVPD

```
14
Properties=species:S:1:pos:R:3:nbo_charge:R:1
N 2.7733 0.0634 0.8163 -0.33
N -0.3941 -0.0273 -0.3032 -0.44
C 2.0153 -0.0543 -0.0490 0.26
C -1.3180 -0.9269 0.3332 -0.40
C -0.3650 1.3105 0.3075 -0.42
C 0.9023 -0.4501 -0.9054 -0.35
H -1.3083 -1.8689 -0.2158 0.20
H -0.2348 2.0960 -0.4484 0.20
H 1.4300 -1.4308 -1.1440 0.28
H 0.4197 1.4400 1.0705 0.19
H -1.3256 1.5187 0.8027 0.21
H 0.8214 -0.0826 -1.9176 0.24
H -1.0885 -1.0988 1.3957 0.17
H -2.3277 -0.4890 0.2576 0.20
```

- 2S+1: 1
- Structure (SMILES): CN(C)CC#N
- Total charge: 0
- ΔE to the lowest compared entry with this formula, charge and spin: 47.3 kcal/mol
- HOMO-LUMO gap: 9.609 eV
- Molecular weight: 84.1 g mol⁻¹
- HOMO: -8.78 eV
- Maximum force: 2.615 eV/Å
- Calculated total energy: -7255.8230 eV

# 3
Molecular formula: C9H11NOS
Method: DFT, ωB97M-V/def2-TZVPD

```
23
Properties=species:S:1:pos:R:3:nbo_charge:R:1
S 0.8056 2.0694 -0.0574 0.29
O -1.7194 -0.7375 -1.5293 -0.55
N -0.0651 1.9565 -1.4164 -0.49
C -1.2956 0.1966 2.0120 -0.17
C 0.4240 -1.2743 3.0177 -0.20
C -0.3758 -1.5999 0.7216 -0.18
C 0.4606 -2.0076 1.7852 -0.19
C 1.8193 0.7270 -2.5091 -0.65
C -1.2303 -0.5499 0.8557 -0.18
C -0.4804 -0.2509 3.0868 -0.21
C 0.4203 1.3560 -2.6329 -0.29
C -1.8829 -0.1881 -0.4548 0.45
H -2.5213 0.7871 -0.3720 0.12
H 0.9181 -1.4187 4.0133 0.23
H -0.4487 -2.1895 -0.1942 0.24
H -2.0120 1.0066 2.0355 0.23
H 0.4879 2.1837 -3.4991 0.23
H 0.9869 -2.8776 1.6635 0.21
H -0.3777 0.6338 -2.7916 0.26
H -0.4751 0.3336 4.0068 0.21
H 2.2010 0.7159 -3.5758 0.21
H 1.8845 -0.2718 -2.1849 0.22
H 2.4759 1.3995 -1.9809 0.22
```

- 2S+1: 1
- Structure (SMILES): O=Cc1ccccc1.CCN=S
- Total charge: 0
- ΔE to the lowest compared entry with this formula, charge and spin: 78.3 kcal/mol
- HOMO-LUMO gap: 7.204 eV
- Molecular weight: 181.3 g mol⁻¹
- HOMO: -8.28 eV
- Maximum force: 3.526 eV/Å
- Calculated total energy: -23881.0586 eV

# 4
Molecular formula: C4H9FO2Yb
Method: DFT, ωB97M-V/def2-TZVPD

```
17
Properties=species:S:1:pos:R:3:nbo_charge:R:1
Yb 0.9856 1.4697 0.2988 1.62
F 2.8981 0.4902 -0.4445 -0.55
O -2.1270 1.1673 0.4927 -0.58
O 0.4096 -0.5471 0.4377 -1.00
C 2.7746 -1.2047 -0.2924 -0.14
C -1.9062 -0.0066 -0.2472 -0.08
C -0.9172 -0.9910 0.3765 -0.07
C -1.1714 2.2409 0.2498 -0.78
H 3.7733 -1.1903 0.1662 0.20
H -1.4803 2.7574 -0.6839 0.15
H -0.9869 -1.9287 -0.2105 0.14
H 2.6764 -2.2060 0.1410 0.19
H 2.1563 -1.5265 -1.1413 0.24
H -1.2690 -1.2126 1.4049 0.15
H -1.3577 2.9689 1.0586 0.17
H -2.8770 -0.5228 -0.3290 0.18
H -1.5812 0.2419 -1.2775 0.14
```

- 2S+1: 1
- Total charge: 0
- ΔE to the lowest compared entry with this formula, charge and spin: 86.2 kcal/mol
- HOMO-LUMO gap: 5.329 eV
- Molecular weight: 281.2 g mol⁻¹
- HOMO: -6.48 eV
- Maximum force: 4.246 eV/Å
- Calculated total energy: -42628.8876 eV